Computed, not measured: a single C22H25NO3 molecule, with ωB97M-V with the def2-TZVPD basis set.

Calculated values
total energy: -30853.5906 eV
HOMO-LUMO gap: 9.0 eV
LUMO: 0.0210 Eh
structure (SMILES): CC(=O)c1ccc(OCCCC(=O)N[C@H]2CCCc3ccccc32)cc1
energy above the lowest of the compared OMol25 structures with the same formula, charge and spin: 0.870 eV

```
! wB97M-V def2-TZVPD RIJCOSX def2/J DEFGRID3
* xyz 0 1
C -4.7253 4.3659 -1.0709
C -4.5141 4.5452 0.4155
O -5.2168 5.2931 1.0634
C -3.4222 3.7699 1.0403
C -2.5711 2.9223 0.3341
C -1.5667 2.2187 0.9709
C -1.3939 2.3455 2.3486
C -2.2418 3.1969 3.0657
C -3.2335 3.8942 2.4213
H -3.8910 4.5526 2.9689
H -2.0949 3.2855 4.1307
O -0.4657 1.6931 3.0931
C 0.4524 0.8250 2.4638
C 1.6003 1.5792 1.7866
H 1.1895 2.2763 1.0548
H 2.1399 2.1538 2.5411
C 2.5494 0.6175 1.0782
C 1.8905 -0.0225 -0.1390
O 0.8591 0.3848 -0.6329
N 2.5707 -1.0788 -0.6287
H 3.4090 -1.3922 -0.1652
C 2.1303 -1.8531 -1.7749
C 1.7689 -3.2632 -1.3588
C 2.1115 -4.3694 -2.1318
C 1.7412 -5.6371 -1.6954
C 1.0401 -5.8144 -0.5186
C 0.6884 -4.7117 0.2417
C 1.0507 -3.4483 -0.1820
H 0.7683 -2.5838 0.4018
H 0.1303 -4.8358 1.1576
H 0.7617 -6.8074 -0.1987
H 2.0094 -6.4952 -2.2955
C 2.8830 -4.2306 -3.4153
C 2.8205 -2.8126 -3.9699
C 3.1950 -1.8271 -2.8716
H 3.2815 -0.8144 -3.2686
H 4.1616 -2.1089 -2.4447
H 1.8097 -2.5969 -4.3211
H 3.5017 -2.7134 -4.8167
H 3.9280 -4.4983 -3.2239
H 2.4983 -4.9423 -4.1490
H 1.2227 -1.3487 -2.1319
H 2.8833 -0.1637 1.7648
H 3.4302 1.1623 0.7294
H 0.8436 0.2014 3.2743
H -0.0580 0.1797 1.7409
H -0.9289 1.5817 0.3780
H -2.6773 2.8001 -0.7324
H -5.5649 4.9792 -1.3881
H -4.9351 3.3229 -1.2965
H -3.8336 4.6691 -1.6149
*
```

natural (NBO) population analysis, charges in e, atoms 1 to 8: C -0.7169; C 0.5768; O -0.5522; C -0.2310; C -0.0881; C -0.3540; C 0.3387; C -0.2699

Computed, not measured: a molecular structure, C40H42N9O4RbS2 in a non-equilibrium geometry, with ωB97M-V with the def2-TZVPD basis set.

Calculated values
total energy: -86069.3363 eV
HOMO-LUMO gap: 2.1 eV
LUMO: 0.0652 Eh
energy above the lowest of the compared OMol25 structures with the same formula, charge and spin: 8.391 eV

```
! wB97M-V def2-TZVPD RIJCOSX def2/J DEFGRID3
* xyz -2 1
Rb -1.6351 2.7445 2.1275
O -0.1393 2.5821 -4.1044
C 0.0954 3.5657 -3.4173
N -0.5959 4.3712 -2.5793
C -1.1912 5.2739 -1.8182
C -0.4796 6.4997 -1.6646
C -1.1847 7.6154 -1.1155
C -2.3398 7.4145 -0.3272
C -2.9091 6.0944 -0.3012
C -2.4535 4.9986 -1.1153
N -2.9801 3.7165 -1.3347
C -4.3109 3.6288 -0.9641
O -5.3048 4.2741 -1.3969
C -4.6140 2.4559 -0.2471
C -5.9690 2.4692 0.0642
C -6.3747 1.4952 0.9623
C -5.4549 0.5713 1.3616
C -4.1910 0.5061 0.8141
N -3.7215 1.4860 -0.0035
C 1.5334 3.9083 -3.2235
C 2.1566 3.2540 -2.2476
C 2.9008 3.9242 -1.2884
C 3.2340 5.3266 -1.4882
C 3.0807 5.7730 -2.8432
N 2.4053 4.9679 -3.7194
H 0.4271 6.6729 -2.2304
H -0.8117 8.6099 -1.3440
H -2.6827 8.1451 0.3965
H -3.7880 5.9628 0.3688
H -6.7045 3.2169 -0.3454
H -7.4178 1.4676 1.2792
H -5.8482 -0.2688 1.9753
H -3.4975 -0.3359 1.0550
H 1.9982 2.2122 -2.4342
H 2.8552 3.5947 -0.2419
H 3.8369 5.9687 -0.7172
H 1.9922 5.4361 -4.3278
C -3.5146 -4.2935 -2.4875
C -4.0381 -3.4615 -3.5142
C -3.5027 -2.3678 -4.1125
C -4.2768 -1.3866 -4.8737
N -5.5153 -1.7929 -5.1903
C -5.7907 -3.1221 -5.1721
S -7.5858 -3.5694 -5.2833
N -5.1633 -3.8458 -4.1267
C -3.9456 -0.1066 -5.5041
H -3.6354 -3.7750 -1.4627
H -2.3840 -4.1606 -2.5324
H -3.7986 -5.2992 -2.1665
H -2.5261 -1.8681 -3.9478
H -5.8370 -4.3797 -3.6443
H -4.6333 0.6700 -5.1778
H -3.7589 -0.1137 -6.6086
H -2.8892 0.1515 -5.2107
C 0.5520 4.5363 -10.1797
C 0.8342 3.4087 -9.2324
O 0.6539 3.7403 -7.9101
H 1.4152 5.1985 -9.9252
H -0.4509 4.9840 -10.1554
H 0.6108 4.3686 -11.2612
H 1.7756 2.8488 -9.4454
H -7.7574 -2.1541 -5.0587
H -0.2941 3.6351 -7.7923
N 6.4858 -5.4143 4.8830
C 7.7174 -5.5464 4.3055
C 8.8600 -4.6889 4.1798
C 9.8650 -5.3448 3.5164
C 9.8728 -6.7177 3.1352
C 8.7515 -7.5940 3.2233
C 7.7406 -6.9716 3.8782
N 6.5872 -7.5958 4.3540
C 5.8322 -6.6708 4.9792
C 4.4672 -6.7793 5.5597
C 4.1750 -8.0449 6.1148
C 2.8912 -8.3246 6.5759
N 2.1020 -7.3007 6.7608
C 2.5507 -6.0135 6.5697
C 3.6770 -5.6003 5.8419
H 6.1911 -4.5645 5.3359
H 8.7348 -3.6553 4.4202
H 10.6966 -4.6852 3.1635
H 10.8144 -6.9979 2.7003
H 8.6404 -8.6005 2.7780
H 4.9546 -8.7838 6.0794
H 2.5178 -9.3512 6.3994
H 1.8524 -5.3084 7.0348
H 3.5921 -4.6206 5.4236
C -3.1128 2.2472 6.5768
S -1.7561 3.3478 6.1089
C -0.1641 2.5103 5.9769
O -2.1459 3.8935 4.7616
H -2.7299 1.3852 7.1589
H -3.7238 1.9781 5.7078
H -3.7519 2.9047 7.1854
H 0.2555 2.7005 4.9744
H -0.1753 1.4612 6.3107
H 0.4046 3.1704 6.6717
H 2.8695 -7.8681 9.7657
*
```

Mulliken population analysis, charges in e, atoms 1 to 8: Rb 0.8818; O -0.7348; C 0.2139; N -0.0950; C 0.3782; C -0.4402; C -0.4605; C -0.8363

Computed, not measured: 2 unconnected molecules or ions with the total composition C3H11NP2Si in a non-equilibrium geometry, with ωB97M-V with the def2-TZVPD basis set.

Calculated values
total energy: -31233.1782 eV
HOMO-LUMO gap: 8.8 eV
LUMO: -0.0047 Eh
structure (SMILES): C[Si](C)(C)P.N#P
energy above the lowest of the compared OMol25 structures with the same formula, charge and spin: 0.229 eV

```
! wB97M-V def2-TZVPD RIJCOSX def2/J DEFGRID3
* xyz 0 1
C 0.1178 -0.7582 -1.6560
C 2.0735 1.3005 -0.2880
C 0.8488 -1.0747 1.3836
N -4.5441 -1.0825 0.3297
Si 0.5879 0.1871 0.0080
P -5.0004 0.2134 -0.2218
P -1.0119 1.7436 0.6121
H 0.8999 -1.1200 -2.2821
H -0.4038 -1.7235 -1.4424
H -0.5285 -0.2447 -2.3205
H 2.0818 2.3337 0.1455
H 2.9644 0.8245 0.1252
H 2.1612 1.3513 -1.3135
H 0.6222 -0.9162 2.4217
H 0.3458 -1.9845 1.1085
H 1.8589 -1.3017 1.2024
H -1.8572 0.7214 0.2174
H -1.2163 1.5306 1.9703
*
```

natural (NBO) population analysis, charges in e, atoms 1 to 8: C -1.0768; C -1.1151; C -1.1027; N -0.8676; Si 1.3602; P 0.8694; P -0.2127; H 0.2386